Density functional theory data (ωB97M-V/def2-TZVPD) for a 7-piece molecular cluster, C24H55N2O9PS6 overall in a non-equilibrium geometry.

Summary:
- total energy (a.u.) = -4464.3131
- frontier orbital gap (eV) = 7.367
- E_HOMO (eV) = -7.73
- LUMO energy (Eh) = -0.013
- spin multiplicity = 1

Structure (XYZ):
```
97
Properties=species:S:1:pos:R:3:forces:R:3:mulliken_charge:R:1
C 4.686838 0.996512 -0.518605 -0.07 0.25 -0.37 -1.0337
C 3.740435 0.731434 -1.689115 0.44 -0.86 0.90 -0.5182
N 2.442668 0.175807 -1.225459 -0.21 0.64 -0.54 -0.0377
C 1.296521 0.887919 -1.516334 -0.26 -0.07 -0.07 0.0869
C 0.189068 0.423076 -2.140634 0.38 -0.13 0.03 0.6174
C 0.018402 -0.961450 -2.676388 -0.62 -0.01 0.03 -1.3560
C -0.801904 -1.821217 -1.687622 0.50 0.18 0.41 -0.4730
O -0.264791 -3.121901 -1.521692 -0.39 0.03 -0.33 -0.4202
C -0.034466 -3.486937 -0.172991 0.53 -0.35 0.10 0.2540
C 1.305143 -2.960053 0.325725 -0.68 0.16 0.12 -1.0441
C -0.965385 1.334517 -2.295484 -0.07 0.01 -0.23 -0.0542
O -1.650605 1.352878 -3.302871 -0.15 -0.10 0.50 -0.6172
C -1.192330 2.249692 -1.138237 0.20 -0.11 -0.08 -0.6771
C -0.104083 2.716383 -0.540967 0.18 0.70 0.19 0.4824
P -0.336074 3.799586 0.913601 -1.18 -0.47 0.83 0.3812
N -1.635524 3.364085 1.658534 0.06 -0.12 -0.21 -0.7205
C 1.227971 2.317507 -1.055111 0.59 0.46 -0.23 0.3779
O 2.154236 3.109286 -1.110709 -0.49 -0.52 0.33 -0.6276
H 4.445237 0.345718 0.309500 -0.14 -0.13 0.25 0.2965
H 5.704951 0.766892 -0.810017 0.24 0.12 -0.09 0.1807
H 4.612611 2.032891 -0.208917 0.02 0.13 0.25 0.3299
H 4.209251 -0.042980 -2.286946 -0.05 -0.07 -0.37 0.4664
H 3.598255 1.616020 -2.287342 -0.13 0.15 -0.19 0.4167
H 2.341306 -0.798552 -1.452730 0.02 -0.17 -0.03 0.0357
H -0.564089 -0.893327 -3.588060 0.16 0.03 -0.38 0.3266
H 0.959826 -1.444201 -2.901361 0.25 -0.16 0.01 0.5170
H -1.840256 -1.867738 -2.004509 -0.20 -0.19 -0.17 0.3526
H -0.803147 -1.314931 -0.723361 0.00 0.08 0.22 0.4054
H -0.857413 -3.191200 0.474585 -0.20 0.17 0.04 0.3444
H 0.002421 -4.568405 -0.145787 -0.13 -0.34 -0.17 -0.2039
H 1.688014 -3.579405 1.128293 0.16 -0.15 0.10 0.4675
H 1.191706 -1.954877 0.718873 0.22 0.30 -0.09 0.2421
H 1.985133 -2.975068 -0.516388 0.37 0.00 -0.03 0.1835
H -2.183479 2.495561 -0.786067 -0.19 0.14 -0.06 0.6690
H -0.357536 5.158833 0.551894 0.60 -0.09 -0.28 0.0853
H 0.817782 3.571051 1.690941 0.35 0.21 -0.48 0.0426
H -2.269511 4.153427 1.727623 -0.09 -0.07 0.07 0.2080
C -0.869606 7.182492 5.488850 -0.05 0.08 0.05 -1.0196
S -1.102530 5.541694 4.787447 0.19 -0.17 0.05 0.4686
O -1.760134 5.715248 3.469086 -0.14 0.38 0.14 -0.4268
C -2.370061 5.019493 5.951271 -0.06 -0.03 0.05 -0.9776
H -0.135829 7.704418 4.878760 0.01 -0.04 -0.04 0.3281
H -1.814229 7.726993 5.474156 -0.01 -0.03 -0.03 0.2768
H -0.497766 7.090265 6.509358 0.02 -0.02 -0.01 0.4127
H -3.216472 5.704983 5.911096 0.02 0.03 -0.02 0.2804
H -1.949117 4.996232 6.956195 0.02 -0.01 0.00 0.4127
H -2.689969 4.019783 5.664394 0.04 0.00 -0.05 0.3279
C -5.015145 6.321154 3.172480 -0.06 0.14 0.09 -0.7304
S -4.867516 5.033342 1.930253 -0.13 -0.03 0.04 0.5707
O -3.804788 5.452569 0.979450 -0.04 0.13 -0.11 -0.6336
C -6.435890 5.391620 1.130032 -0.13 -0.04 -0.14 -0.9258
H -4.104073 6.306154 3.761632 0.12 -0.02 -0.06 -0.0544
H -5.123449 7.290320 2.684380 0.01 -0.03 -0.05 0.3387
H -5.879266 6.111879 3.804890 0.00 -0.03 -0.03 0.4046
H -6.444409 6.424459 0.780145 0.09 0.00 0.03 0.2840
H -7.253508 5.224384 1.830900 0.02 -0.04 0.02 0.3859
H -6.542780 4.714891 0.283090 0.02 -0.04 0.02 0.2923
C -7.411702 4.685332 -4.123872 -0.03 0.10 0.00 -0.8957
S -6.844954 3.049931 -3.636154 0.23 -0.04 0.05 0.4841
O -7.428818 2.763181 -2.298961 -0.05 0.09 0.04 -0.6089
C -5.131602 3.532651 -3.356863 0.02 0.08 -0.01 -0.7603
H -8.484098 4.629510 -4.298018 0.00 -0.05 0.01 0.3296
H -7.203853 5.397777 -3.325386 0.01 -0.04 0.03 0.2646
H -6.906552 4.983195 -5.042551 0.00 -0.02 -0.01 0.3424
H -5.102061 4.324458 -2.607434 -0.04 -0.01 0.01 0.2435
H -4.696506 3.877752 -4.294779 0.01 -0.02 -0.01 0.3823
H -4.574262 2.670769 -2.996735 -0.07 -0.08 -0.05 0.2192
C -1.511973 -9.443754 -1.076794 -0.10 -0.06 0.01 -0.9966
S -0.878341 -7.770261 -0.910055 0.07 0.04 -0.15 0.6073
O -1.140627 -7.335896 0.487839 -0.08 -0.02 0.05 -0.6042
C -2.116168 -6.985216 -1.945691 -0.09 0.04 -0.04 -0.8416
H -0.894608 -10.098014 -0.464984 0.03 0.04 0.01 0.3116
H -2.544527 -9.480279 -0.729474 0.01 0.04 0.02 0.3145
H -1.447838 -9.751363 -2.120304 0.02 0.01 0.00 0.3628
H -3.108262 -7.179258 -1.538067 0.02 -0.02 0.05 0.3085
H -2.036060 -7.373337 -2.960958 0.03 0.01 0.00 0.3688
H -1.918470 -5.914528 -1.946714 0.06 0.00 0.02 0.1720
C 1.808277 -7.969245 1.656288 0.10 -0.13 -0.08 -0.5733
S 2.704633 -7.077733 2.929774 -0.07 -0.01 0.02 0.5153
O 3.791591 -6.324226 2.252916 0.05 -0.01 -0.03 -0.6177
C 3.460361 -8.528501 3.678758 0.04 -0.09 0.02 -0.9555
H 1.290179 -7.241539 1.039342 -0.06 0.06 0.07 -0.1022
H 2.511119 -8.540868 1.047773 0.07 0.04 0.05 0.3880
H 1.076659 -8.629892 2.120300 -0.06 0.06 0.01 0.3765
H 4.049794 -9.059847 2.931417 0.00 0.04 -0.03 0.2959
H 2.680503 -9.174679 4.081786 -0.01 0.02 0.01 0.3418
H 4.107530 -8.190593 4.485164 -0.01 0.05 -0.01 0.3288
C 9.488452 -1.234529 -3.314924 0.06 0.04 -0.08 -0.9493
S 8.701297 -1.258328 -1.698985 0.06 -0.06 0.04 0.4269
O 7.279855 -0.883172 -1.905535 -0.08 0.06 -0.05 -0.5139
C 9.538336 0.200150 -1.064448 0.06 0.09 0.00 -0.9582
H 9.070495 -2.049872 -3.900975 -0.03 -0.02 0.04 0.3094
H 9.283729 -0.283949 -3.807454 -0.04 0.01 0.04 0.2970
H 10.561983 -1.381771 -3.196930 0.00 -0.02 0.01 0.3758
H 9.329971 1.051919 -1.711950 -0.04 -0.03 -0.02 0.3005
H 10.610360 0.009456 -1.014891 0.00 -0.02 0.01 0.4050
H 9.155516 0.395363 -0.065206 -0.03 -0.04 0.00 0.3039
```
Forces are in eV/Å.